No. 1
Below is a molecular structure, C25H52N2O11S3 at a distorted geometry, with properties calculated with ωB97M-V/def2-TZVPD.

```
93
Properties=species:S:1:pos:R:3:lowdin_charge:R:1
C -2.25 2.16 3.83 -0.088
C -2.04 1.58 2.39 -0.392
C -3.46 1.43 1.73 -0.093
C -1.20 0.25 2.39 -0.192
C 0.07 0.45 1.47 -0.147
C 0.48 -0.79 0.66 -0.178
C -0.34 -1.46 -0.24 -0.419
S -1.99 -0.83 -0.46 1.010
C -2.79 -1.54 -1.95 -0.329
C -1.86 -1.68 -3.17 -0.536
O -1.89 -2.70 -3.81 0.142
O -0.99 -0.68 -3.54 -0.015
C -1.69 0.51 -3.92 -0.118
C -0.91 1.37 -4.95 -0.314
C -1.97 2.28 -5.68 -0.010
O -0.26 0.61 -5.97 0.022
C 1.01 0.17 -5.63 -0.509
O 1.29 -0.98 -5.84 0.129
C 2.10 1.09 -5.06 -0.426
S 3.29 1.62 -6.37 0.708
C 0.22 -2.61 -0.97 -0.058
C 1.50 -3.05 -0.80 -0.018
C 2.41 -2.42 0.13 -0.362
N 3.67 -2.71 0.41 -0.219
S 4.13 -1.62 1.54 1.033
N 2.75 -0.76 1.69 -0.216
C 1.84 -1.27 0.85 -0.274
H -2.69 1.38 4.47 0.070
H -2.97 2.99 3.74 0.070
H -1.30 2.58 4.22 0.075
H -1.52 2.38 1.83 0.114
H -3.66 0.43 1.31 0.027
H -3.56 2.20 0.93 0.073
H -4.24 1.64 2.48 0.068
H -0.83 0.08 3.42 0.105
H -1.79 -0.63 2.13 0.061
H 0.91 0.71 2.14 0.104
H -0.05 1.29 0.75 0.115
H -3.30 -2.48 -1.67 0.070
H -3.59 -0.83 -2.24 0.094
H -1.83 1.11 -2.99 0.139
H -2.72 0.28 -4.27 0.132
H -0.25 2.06 -4.39 0.129
H -1.96 3.26 -5.17 0.083
H -1.59 2.43 -6.70 0.090
H -2.96 1.80 -5.73 0.078
H 1.74 2.02 -4.59 0.031
H 2.66 0.52 -4.30 0.095
H 4.43 1.82 -5.66 -0.137
H -0.41 -3.16 -1.67 0.105
H 1.88 -3.90 -1.39 0.120
C 5.13 1.48 4.16 -0.141
O 4.98 0.32 3.35 -0.220
H 4.81 1.24 5.17 0.068
H 6.18 1.78 4.18 0.083
H 4.52 2.29 3.77 0.083
H 5.28 0.56 2.46 0.016
C 5.20 -0.61 7.85 -0.166
O 6.27 -0.93 6.98 -0.126
H 5.40 -1.06 8.82 0.076
H 5.14 0.48 7.97 0.073
H 4.27 -0.99 7.45 0.077
H 6.08 -0.52 6.13 0.051
C 6.66 2.70 0.13 -0.151
O 7.21 1.86 1.15 -0.131
H 6.05 3.46 0.60 0.078
H 7.47 3.18 -0.43 0.076
H 6.04 2.11 -0.55 0.076
H 7.75 1.19 0.71 0.079
C 1.58 5.43 -4.04 -0.141
O 1.53 4.28 -4.88 -0.155
H 1.20 5.15 -3.06 0.079
H 2.61 5.77 -3.95 0.078
H 0.96 6.22 -4.45 0.077
H 1.86 4.53 -5.74 0.072
C -3.90 -5.41 0.31 -0.135
O -4.56 -4.29 -0.27 -0.140
H -3.00 -5.06 0.81 0.079
H -4.55 -5.91 1.03 0.080
H -3.61 -6.12 -0.47 0.081
H -5.35 -4.63 -0.71 0.071
C -2.20 -2.44 4.86 -0.143
O -2.86 -1.31 4.30 -0.141
H -1.29 -2.10 5.36 0.080
H -2.84 -2.93 5.60 0.076
H -1.93 -3.15 4.07 0.076
H -3.66 -1.64 3.87 0.084
C -7.92 -2.07 -1.55 -0.157
O -7.38 -2.46 -0.29 -0.124
H -8.90 -1.64 -1.40 0.078
H -7.27 -1.33 -2.03 0.073
H -8.01 -2.95 -2.20 0.075
H -6.51 -2.83 -0.45 0.037
```

The charge is 0. The calculation puts the LUMO energy at -0.368 eV. The calculation puts the orbital gap at 7.7530 eV. For the energy, the calculation gives -84771.7492 eV.

No. 2
Below is a molecular structure, C25H53BClFIN6O18P2S4 at a distorted geometry, with properties calculated with ωB97M-V/def2-TZVPD.

```
112
Properties=species:S:1:pos:R:3:lowdin_charge:R:1
C 1.72 2.08 2.67 0.030
C 2.83 1.10 2.55 -0.452
O 3.95 1.46 2.78 0.131
N 2.66 -0.31 2.28 0.067
C 3.76 -0.97 3.04 -0.500
C 3.63 -0.84 4.52 -0.018
O 4.72 -1.47 2.54 0.122
C 2.22 -0.81 0.96 -0.282
C 3.46 -1.19 0.14 -0.191
C 4.47 -0.04 -0.05 -0.167
C 5.44 -0.38 -1.18 -0.252
N 6.60 -1.11 -0.62 0.009
C 1.46 0.26 0.13 -0.195
C 1.62 0.23 -1.41 -0.302
C 0.65 1.17 -2.08 -0.012
F 1.52 -1.04 -1.99 -0.059
N 0.07 0.47 0.49 0.016
C -0.86 -0.47 1.12 -0.362
C -2.20 -0.13 0.34 -0.167
C -3.51 -0.85 0.61 -0.252
C -4.71 0.13 0.52 -0.562
Cl -5.56 0.26 2.08 0.572
C -1.23 0.05 2.58 -0.122
P -0.79 -0.22 4.31 0.406
O 0.61 -0.07 4.72 -0.307
O -1.46 -1.54 4.93 -0.136
O -1.68 0.94 4.95 -0.100
C -0.29 -1.89 0.80 -0.354
P -0.78 -2.29 -1.03 0.866
N -0.07 -3.43 -1.83 -0.287
B -1.18 -3.07 1.53 -0.848
O -2.07 -2.68 2.49 0.119
N -1.21 -4.42 0.96 -0.134
C -0.72 -5.51 1.82 -0.124
C -2.64 -4.72 0.63 -0.065
N 1.22 -2.09 1.08 -0.554
S 1.90 -3.63 0.38 0.806
I 1.27 -2.94 3.05 1.465
H 1.26 1.99 3.65 0.088
H 2.15 3.07 2.60 0.112
H 0.94 1.99 1.93 0.052
H 4.59 -1.11 4.97 0.105
H 2.85 -1.46 4.94 0.027
H 3.38 0.18 4.82 0.065
H 4.01 -1.99 0.63 0.083
H 3.22 -1.60 -0.83 0.075
H 5.08 0.11 0.83 0.106
H 4.00 0.92 -0.25 0.106
H 5.83 0.53 -1.63 0.110
H 4.96 -1.01 -1.94 0.108
H 6.97 -1.79 -1.27 0.066
H 6.33 -1.63 0.21 0.054
H 1.96 1.22 0.32 0.141
H 2.61 0.60 -1.69 0.136
H 1.01 1.37 -3.09 0.104
H -0.36 0.80 -2.16 0.028
H 0.62 2.13 -1.56 0.105
H -0.22 1.42 0.55 0.123
H -1.99 0.07 -0.71 0.064
H -2.37 0.88 0.72 0.120
H -3.55 -1.24 1.62 0.067
H -3.75 -1.66 -0.08 0.090
H -4.40 1.13 0.24 0.071
H -5.44 -0.20 -0.22 0.074
H -2.32 0.03 2.66 0.083
H -1.04 1.12 2.53 0.097
H -0.77 -2.02 5.40 0.076
H -2.59 0.67 5.12 0.099
H -0.73 -1.08 -1.71 0.003
H -2.13 -2.55 -0.86 0.022
H 0.37 -3.05 -2.67 -0.017
H -2.16 -3.28 3.24 0.125
H 0.33 -5.72 1.60 0.051
H -0.77 -5.28 2.90 0.063
H -1.26 -6.43 1.62 0.093
H -3.15 -5.24 1.45 0.094
H -3.22 -3.83 0.43 0.061
H -2.66 -5.37 -0.24 0.104
H 2.09 -3.36 -0.92 -0.085
C -4.06 0.96 -5.60 -0.138
C -2.88 0.08 -5.94 -0.128
O -1.98 0.27 -4.83 -0.174
S -2.80 0.49 -3.51 0.564
O -2.90 -0.73 -2.78 -0.251
O -2.33 1.66 -2.85 -0.224
O -4.21 0.79 -4.16 -0.173
H -3.86 2.00 -5.80 0.111
H -4.98 0.65 -6.09 0.143
H -2.40 0.37 -6.87 0.125
H -3.16 -0.98 -5.99 0.141
C -4.51 3.91 -10.73 -0.139
C -5.41 4.27 -9.57 -0.142
O -5.34 3.11 -8.72 -0.185
S -3.89 2.46 -8.81 0.580
O -3.09 2.92 -7.73 -0.225
O -4.05 1.07 -9.05 -0.211
O -3.41 3.21 -10.12 -0.177
H -5.00 3.24 -11.44 0.138
H -4.13 4.78 -11.26 0.140
H -6.44 4.45 -9.86 0.139
H -5.03 5.13 -9.01 0.137
C 4.14 2.26 7.16 -0.162
C 3.75 2.98 5.89 -0.165
O 2.91 4.05 6.35 -0.187
S 3.41 4.56 7.79 0.599
O 4.24 5.70 7.63 -0.209
O 2.30 4.57 8.66 -0.211
O 4.35 3.30 8.12 -0.183
H 3.34 1.61 7.52 0.135
H 5.06 1.68 7.05 0.136
H 3.20 2.36 5.20 0.097
H 4.62 3.41 5.39 0.142
```

For the energy above the lowest of the compared OMol25 structures with the same formula, charge and spin, the calculation gives 0.00 kcal per mole. The charge is +1. The calculation puts the LUMO energy at -5.151 eV. The calculation puts the orbital gap at 5.8628 eV. For the energy, the calculation gives -158505.7896 eV.

No. 3
Below is 2 unconnected molecules or ions with the total composition C25H53BClN3O6PS at a distorted geometry, with properties calculated with ωB97M-V/def2-TZVPD.

```
91
Properties=species:S:1:pos:R:3:lowdin_charge:R:1
C -0.73 -6.01 2.69 -0.119
C 0.52 -6.58 1.92 -0.241
C 1.52 -5.46 1.44 -0.215
C 0.75 -4.14 1.06 -0.244
C 1.54 -3.22 0.05 -0.198
C 0.83 -1.81 0.05 -0.194
C 0.49 -1.26 -1.41 -0.189
C 0.87 0.26 -1.40 -0.184
C 0.42 1.10 -2.65 -0.619
Cl 0.98 0.09 -4.10 0.752
O 1.06 2.34 -2.82 -0.223
C 1.34 3.00 -1.60 -0.473
C 2.84 2.81 -1.11 -0.171
C 2.92 2.85 0.46 -0.185
C 3.55 4.20 1.01 -0.194
C 4.74 3.97 2.00 -0.214
N 4.50 2.84 2.95 -0.003
C 3.32 3.13 3.73 -0.518
N 2.17 2.66 3.43 0.146
N 3.52 3.99 4.87 0.090
P 1.20 4.87 -2.00 0.405
S 1.41 5.18 -3.91 0.149
C -1.19 1.20 -2.83 -0.322
C -1.36 2.35 -3.93 -0.117
C -2.72 2.31 -4.70 -0.172
C -3.93 2.98 -3.96 -0.201
C -5.15 3.30 -4.90 -0.240
O -6.28 3.66 -4.07 -0.099
O -1.59 -0.04 -3.39 -0.206
C -2.89 -0.47 -3.05 -0.088
B -1.90 1.67 -1.46 -0.354
O -2.39 3.02 -1.29 0.066
C -2.10 0.76 -0.13 -0.151
C -3.56 0.85 0.47 -0.099
H -1.49 -5.72 1.92 0.059
H -0.46 -5.18 3.38 0.072
H -1.19 -6.82 3.30 0.040
H 0.14 -7.20 1.07 0.099
H 1.08 -7.28 2.59 0.086
H 2.21 -5.22 2.27 0.107
H 2.11 -5.77 0.54 0.096
H 0.57 -3.58 2.01 0.106
H -0.26 -4.31 0.61 0.106
H 1.63 -3.67 -0.96 0.105
H 2.56 -3.06 0.50 0.108
H 1.44 -1.05 0.59 0.105
H -0.15 -1.88 0.59 0.100
H -0.58 -1.47 -1.57 0.096
H 1.10 -1.84 -2.14 0.090
H 1.99 0.29 -1.41 0.119
H 0.59 0.72 -0.42 0.104
H 0.61 2.83 -0.78 0.103
H 3.31 1.91 -1.54 0.114
H 3.43 3.68 -1.51 0.083
H 1.89 2.82 0.89 0.082
H 3.45 1.96 0.85 0.109
H 3.89 4.87 0.18 0.087
H 2.76 4.78 1.55 0.105
H 5.66 3.80 1.39 0.120
H 4.94 4.87 2.62 0.107
H 5.30 2.81 3.57 0.104
H 1.46 2.99 4.08 0.053
H 2.72 3.96 5.50 0.077
H 4.28 3.58 5.42 0.082
H 2.26 5.52 -1.29 -0.019
H -0.04 5.32 -1.45 -0.026
H -1.20 3.37 -3.49 0.098
H -0.57 2.27 -4.72 0.108
H -2.56 2.91 -5.64 0.121
H -3.01 1.30 -5.06 0.116
H -3.61 3.90 -3.40 0.118
H -4.33 2.29 -3.18 0.106
H -5.40 2.41 -5.51 0.121
H -4.89 4.21 -5.49 0.116
H -5.89 3.95 -3.24 0.064
H -2.98 -0.94 -2.03 0.092
H -3.70 0.28 -3.23 0.092
H -3.14 -1.31 -3.75 0.112
H -1.70 3.52 -0.84 0.082
H -1.36 1.13 0.64 0.115
H -1.88 -0.32 -0.30 0.076
H -4.24 0.20 -0.12 0.074
H -3.51 0.43 1.50 0.077
H -3.89 1.91 0.53 0.069
C -0.58 -8.78 6.86 -0.068
C -0.59 -8.49 5.35 -0.792
O -1.71 -8.21 4.85 -0.109
O 0.53 -8.55 4.79 -0.097
H -1.58 -8.70 7.28 0.048
H -0.20 -9.79 7.04 0.053
H 0.07 -8.06 7.37 0.053
```

For the energy above the lowest of the compared OMol25 structures with the same formula, charge and spin, the calculation gives 50.34 kcal per mole. The charge is -1. The calculation puts the LUMO energy at 1.269 eV. The calculation puts the orbital gap at 5.4804 eV. For the energy, the calculation gives -76862.1331 eV.